--- a ---
Density functional theory data (ωB97M-V/def2-TZVPD) for a 3-piece molecular cluster, C12H25N3O3 overall.

## Properties
Lowest unoccupied orbital energy (Ha): -0.0153
Multiplicity: 1
Kohn-Sham gap (Ha): 0.33054

Each atom is followed by the atoms it is bonded to, with distances in Å.
Positions of all 43 atoms, in Å:
1 C -2.091 -0.140 -0.323  C2 1.527, C3 1.608, H15 1.101, N38 1.467
2 C -1.419 1.123 0.212  C1 1.527, N39 1.410, O41 1.264
3 C -3.454 0.232 -1.091  C1 1.608, C4 1.500, H16 1.222, H17 1.219
4 C -4.773 -0.155 -0.490  C3 1.500, C5 1.526, C6 1.549, H18 1.088
5 C -5.115 -1.595 -0.119  C4 1.526, H19 1.092, H20 1.088, H21 1.047
6 C -5.112 0.825 0.660  C4 1.549, H22 1.162, H23 1.095, H24 1.035
7 C 1.061 0.481 0.014  C8 1.484, C9 1.608, H26 1.166, N39 1.484
8 C 1.100 -0.900 0.556  C7 1.484, O42 1.165, O43 1.441
9 C 2.354 1.423 0.181  C7 1.608, C10 1.543, H27 1.107, H28 1.062
10 C 3.674 0.929 -0.446  C9 1.543, C11 1.481, H29 1.054, H30 1.096
11 C 4.357 -0.080 0.396  C10 1.481, C12 1.515, H31 1.108, H32 1.057
12 C 5.499 -0.814 -0.277  C11 1.515, H33 1.179, H34 1.207, N40 1.530
13 H -1.317 -1.098 1.212  N38 0.961
14 H -2.169 -2.112 0.299  N38 1.026
15 H -1.425 -0.470 -1.134  C1 1.101
16 H -3.540 -0.118 -2.259  C3 1.222
17 H -3.465 1.451 -1.114  C3 1.219
18 H -5.617 -0.003 -1.159  C4 1.088
19 H -5.071 -2.347 -0.911  C5 1.092
20 H -4.474 -2.015 0.653  C5 1.088
21 H -6.136 -1.473 0.084  C5 1.047
22 H -5.192 1.963 0.438  C6 1.162
23 H -4.476 0.729 1.546  C6 1.095
24 H -5.996 0.677 1.178  C6 1.035
25 H 0.031 1.970 1.121  N39 0.954
26 H 0.814 0.467 -1.125  C7 1.166
27 H 2.045 2.452 -0.084  C9 1.107
28 H 2.567 1.550 1.214  C9 1.062
29 H 3.566 0.470 -1.389  C10 1.054
30 H 4.387 1.756 -0.542  C10 1.096
31 H 4.707 0.239 1.397  C11 1.108
32 H 3.713 -0.849 0.732  C11 1.057
33 H 5.189 -0.935 -1.408  C12 1.179
34 H 5.762 -1.919 0.130  C12 1.207
35 H 7.832 -0.399 0.802  no bonds
36 H 6.574 1.576 -0.262  no bonds
37 H 1.084 -1.884 -1.325  O43 1.067
38 N -2.137 -1.175 0.716  C1 1.467, H13 0.961, H14 1.026
39 N -0.091 1.130 0.687  C2 1.410, C7 1.484, H25 0.954
40 N 6.784 0.008 -0.398  C12 1.530
41 O -2.035 2.227 0.209  C2 1.264
42 O 0.975 -1.123 1.692  C8 1.165
43 O 1.030 -2.074 -0.277  C8 1.441, H37 1.067

---

--- b ---
Density functional theory data (ωB97M-V/def2-TZVPD) for one molecule with the formula C12H25N3O3.

## Properties
Lowest unoccupied orbital energy (Ha): 0.0270
SMILES: CC(C)C[C@H](NC(=O)[C@@H](N)CCCCN)C(=O)O
Multiplicity: 1
Kohn-Sham gap (Ha): 0.36422

Each atom is followed by the atoms it is bonded to, with distances in Å.
Positions of all 43 atoms, in Å:
1 C -0.623 -1.523 -0.054  C2 1.551, C3 1.544, H15 1.150, N38 1.453
2 C 0.679 -0.864 -0.579  C1 1.551, N40 1.395, O41 1.204
3 C -1.663 -0.397 -0.245  C1 1.544, C4 1.574, H16 1.109, H17 1.115
4 C -3.097 -0.988 0.019  C3 1.574, C5 1.543, H18 1.129, H19 1.061
5 C -4.181 0.019 -0.422  C4 1.543, C6 1.559, H20 1.073, H21 1.099
6 C -5.581 -0.427 0.102  C5 1.559, H22 1.070, H23 1.086, N39 1.460
7 C 3.082 -0.695 -0.391  C8 1.537, C9 1.537, H27 1.059, N40 1.437
8 C 4.177 -1.770 -0.296  C7 1.537, O42 1.195, O43 1.330
9 C 3.560 0.615 0.256  C7 1.537, C10 1.489, H28 1.149, H29 1.112
10 C 2.542 1.698 0.345  C9 1.489, C11 1.498, C12 1.514, H30 1.129
11 C 3.045 2.781 1.250  C10 1.498, H31 1.127, H32 1.068, H33 1.117
12 C 2.256 2.361 -0.986  C10 1.514, H34 1.113, H35 1.121, H36 1.097
13 H -1.312 -2.452 1.507  N38 1.015
14 H -0.170 -1.298 1.920  N38 1.015
15 H -0.935 -2.335 -0.806  C1 1.150
16 H -1.550 0.439 0.476  C3 1.109
17 H -1.551 -0.005 -1.283  C3 1.115
18 H -3.147 -1.332 1.093  C4 1.129
19 H -3.296 -1.853 -0.563  C4 1.061
20 H -4.024 1.036 -0.117  C5 1.073
21 H -4.137 0.030 -1.520  C5 1.099
22 H -5.752 -1.427 -0.239  C6 1.070
23 H -5.483 -0.558 1.175  C6 1.086
24 H -7.571 -0.001 0.335  N39 1.048
25 H -7.010 0.461 -1.201  N39 1.058
26 H 1.682 -1.822 0.896  N40 1.049
27 H 2.956 -0.445 -1.413  C7 1.059
28 H 3.994 0.355 1.288  C9 1.149
29 H 4.480 1.008 -0.228  C9 1.112
30 H 1.600 1.255 0.781  C10 1.129
31 H 3.862 3.420 0.806  C11 1.127
32 H 2.353 3.574 1.432  C11 1.068
33 H 3.411 2.386 2.227  C11 1.117
34 H 1.617 3.257 -0.825  C12 1.113
35 H 1.897 1.707 -1.823  C12 1.121
36 H 3.196 2.750 -1.397  C12 1.097
37 H 5.924 -1.935 -0.693  O43 0.945
38 N -0.407 -2.051 1.283  C1 1.453, H13 1.015, H14 1.015
39 N -6.750 0.402 -0.178  C6 1.460, H24 1.048, H25 1.058
40 N 1.821 -1.049 0.201  C2 1.395, C7 1.437, H26 1.049
41 O 0.630 -0.246 -1.611  C2 1.204
42 O 4.289 -2.549 0.604  C8 1.195
43 O 5.188 -1.533 -1.128  C8 1.330, H37 0.945

---

Which one sits at the bottom of the stability order? a does.

---

--- a ---
Density functional theory data (ωB97M-V/def2-TZVPD) for one molecule with the formula C18H24N2O4S.

## Properties
Lowest unoccupied orbital energy (Ha): 0.0159
SMILES: CCOC(=O)c1ccc(NC(=S)N2CCC[C@@H](C(=O)OCC)C2)cc1
Multiplicity: 1
Kohn-Sham gap (Ha): 0.31624

Each atom is followed by the atoms it is bonded to, with distances in Å.
Positions of all 49 atoms, in Å:
1 C -5.578 1.021 -4.296  C2 1.517, H47 1.087, H48 1.087, H49 1.086
2 C -4.645 2.191 -4.043  C1 1.517, H3 1.096, H4 1.096, O5 1.426
3 H -5.203 3.094 -3.769  C2 1.096
4 H -4.045 2.423 -4.931  C2 1.096
5 O -3.771 1.846 -2.971  C2 1.426, C6 1.341
6 C -2.852 2.766 -2.641  O5 1.341, O7 1.209, C8 1.477
7 O -2.753 3.829 -3.210  C6 1.209
8 C -1.992 2.336 -1.521  C6 1.477, C9 1.392, C13 1.395
9 C -2.151 1.106 -0.888  C8 1.392, C10 1.379, H46 1.079
10 C -1.334 0.742 0.161  C9 1.379, C11 1.394, H45 1.077
11 C -0.327 1.601 0.599  C10 1.394, C12 1.399, N16 1.387
12 C -0.159 2.831 -0.048  C11 1.399, C13 1.375, H15 1.081
13 C -0.982 3.195 -1.087  C8 1.395, C12 1.375, H14 1.079
14 H -0.860 4.144 -1.586  C13 1.079
15 H 0.629 3.497 0.275  C12 1.081
16 N 0.566 1.305 1.617  C11 1.387, C17 1.364, H44 1.012
17 C 0.613 0.266 2.498  N16 1.364, N18 1.367, S43 1.654
18 N 1.824 0.050 3.095  C17 1.367, C19 1.449, C34 1.452
19 C 3.076 0.218 2.386  N18 1.449, H20 1.094, C21 1.542, H42 1.090
20 H 3.858 0.412 3.125  C19 1.094
21 C 3.405 -1.068 1.600  C19 1.542, C22 1.527, C32 1.529, H41 1.096
22 C 2.391 -1.167 0.463  C21 1.527, O23 1.207, O24 1.324
23 O 2.172 -0.241 -0.279  C22 1.207
24 O 1.787 -2.343 0.395  C22 1.324, C25 1.431
25 C 0.790 -2.511 -0.618  O24 1.431, C26 1.520, H30 1.095, H31 1.092
26 C 1.409 -2.953 -1.935  C25 1.520, H27 1.086, H28 1.088, H29 1.087
27 H 0.623 -3.129 -2.663  C26 1.086
28 H 1.979 -3.869 -1.796  C26 1.088
29 H 2.071 -2.177 -2.313  C26 1.087
30 H 0.256 -1.563 -0.749  C25 1.095
31 H 0.112 -3.270 -0.222  C25 1.092
32 C 3.447 -2.271 2.543  C21 1.529, C33 1.528, H39 1.093, H40 1.090
33 C 2.196 -2.349 3.416  C32 1.528, C34 1.527, H37 1.090, H38 1.090
34 C 1.933 -1.003 4.089  N18 1.452, C33 1.527, H35 1.094, H36 1.090
35 H 2.757 -0.739 4.758  C34 1.094
36 H 1.006 -1.038 4.662  C34 1.090
37 H 1.331 -2.608 2.806  C33 1.090
38 H 2.319 -3.121 4.176  C33 1.090
39 H 4.327 -2.167 3.183  C32 1.093
40 H 3.556 -3.190 1.966  C32 1.090
41 H 4.382 -0.936 1.121  C21 1.096
42 H 3.043 1.054 1.686  C19 1.090
43 S -0.732 -0.587 2.946  C17 1.654
44 H 1.348 1.947 1.651  N16 1.012
45 H -1.480 -0.210 0.645  C10 1.077
46 H -2.924 0.433 -1.223  C9 1.079
47 H -6.154 0.802 -3.400  C1 1.087
48 H -5.005 0.137 -4.564  C1 1.087
49 H -6.259 1.264 -5.106  C1 1.086

---

--- b ---
Density functional theory data (ωB97M-V/def2-TZVPD) for one molecule with the formula C18H24N2O4S.

## Properties
Lowest unoccupied orbital energy (Ha): 0.0025
SMILES: NC(=O)COC(=O)c1ccccc1SCC(=O)NC1CCCCCC1
Multiplicity: 1
Kohn-Sham gap (Ha): 0.32559

Each atom is followed by the atoms it is bonded to, with distances in Å.
Positions of all 49 atoms, in Å:
1 N -0.883 2.520 -3.622  C2 1.343, H48 1.007, H49 1.010
2 C -2.059 1.959 -3.947  N1 1.343, O3 1.207, C4 1.542
3 O -2.798 2.373 -4.808  C2 1.207
4 C -2.384 0.693 -3.130  C2 1.542, H5 1.091, H6 1.096, O7 1.425
5 H -3.318 0.268 -3.500  C4 1.091
6 H -1.562 -0.025 -3.235  C4 1.096
7 O -2.605 0.972 -1.750  C4 1.425, C8 1.328
8 C -1.551 1.046 -0.946  O7 1.328, O9 1.216, C10 1.480
9 O -0.404 0.921 -1.330  C8 1.216
10 C -1.935 1.226 0.472  C8 1.480, C11 1.393, C15 1.400
11 C -3.078 0.593 0.955  C10 1.393, C12 1.381, H47 1.079
12 C -3.387 0.640 2.300  C11 1.381, C13 1.387, H46 1.079
13 C -2.559 1.329 3.174  C12 1.387, C14 1.382, H45 1.079
14 C -1.441 1.990 2.703  C13 1.382, C15 1.388, H44 1.078
15 C -1.118 1.942 1.354  C10 1.400, C14 1.388, S16 1.774
16 S 0.269 2.851 0.725  C15 1.774, C17 1.819
17 C 1.535 2.433 1.962  S16 1.819, H18 1.090, C19 1.527, H43 1.091
18 H 1.404 3.025 2.868  C17 1.090
19 C 1.565 0.949 2.323  C17 1.527, O20 1.214, N21 1.339
20 O 1.786 0.605 3.466  C19 1.214
21 N 1.354 0.107 1.303  C19 1.339, H22 1.012, C23 1.452
22 H 1.128 0.467 0.384  N21 1.012
23 C 1.383 -1.334 1.478  N21 1.452, C24 1.541, C30 1.537, H42 1.097
24 C 0.118 -1.972 0.872  C23 1.541, C25 1.528, H40 1.093, H41 1.092
25 C 0.291 -2.815 -0.390  C24 1.528, C26 1.529, H38 1.091, H39 1.094
26 C 0.968 -2.095 -1.557  C25 1.529, C27 1.525, H36 1.090, H37 1.093
27 C 2.487 -2.230 -1.538  C26 1.525, C28 1.525, H34 1.093, H35 1.093
28 C 3.163 -1.468 -0.404  C27 1.525, H29 1.091, C30 1.529, H33 1.093
29 H 2.987 -0.398 -0.529  C28 1.091
30 C 2.730 -1.898 0.998  C23 1.537, C28 1.529, H31 1.090, H32 1.093
31 H 2.704 -2.986 1.064  C30 1.090
32 H 3.483 -1.545 1.707  C30 1.093
33 H 4.241 -1.626 -0.487  C28 1.093
34 H 2.886 -1.859 -2.486  C27 1.093
35 H 2.748 -3.289 -1.466  C27 1.093
36 H 0.691 -1.040 -1.553  C26 1.090
37 H 0.604 -2.528 -2.492  C26 1.093
38 H 0.849 -3.724 -0.156  C25 1.091
39 H -0.710 -3.129 -0.697  C25 1.094
40 H -0.592 -1.169 0.661  C24 1.093
41 H -0.345 -2.607 1.630  C24 1.092
42 H 1.350 -1.477 2.565  C23 1.097
43 H 2.483 2.712 1.499  C17 1.091
44 H -0.819 2.545 3.387  C14 1.078
45 H -2.791 1.364 4.227  C13 1.079
46 H -4.267 0.137 2.669  C12 1.079
47 H -3.703 0.048 0.265  C11 1.079
48 H -0.603 3.366 -4.091  N1 1.007
49 H -0.293 2.134 -2.899  N1 1.010

---

Which one sits at the bottom of the stability order? a does.

---

--- a ---
Density functional theory data (ωB97M-V/def2-TZVPD) for a 3-piece molecular cluster, C2H9O3 overall.

## Properties
Lowest unoccupied orbital energy (Ha): 0.1634
Total charge: -1
Multiplicity: 1
Kohn-Sham gap (Ha): 0.30706

Each atom is followed by the atoms it is bonded to, with distances in Å.
Positions of all 14 atoms, in Å:
1 C 0.032 -0.988 -0.101  O2 1.389, C3 1.552, H4 1.109, H5 1.109
2 O -0.874 0.064 -0.057  C1 1.389
3 C 0.404 -1.510 1.313  C1 1.552, H6 1.090, H7 1.092, H8 1.085
4 H 0.936 -0.642 -0.643  C1 1.109
5 H -0.367 -1.813 -0.725  C1 1.109
6 H 0.168 -0.645 1.933  C3 1.090
7 H 1.482 -1.650 1.415  C3 1.092
8 H -0.144 -2.415 1.553  C3 1.085
9 H 0.157 1.766 -2.137  O11 0.939
10 H -0.778 0.633 -1.694  O11 0.996
11 O -0.548 1.233 -2.455  H9 0.939, H10 0.996
12 H -0.494 2.711 0.451  O14 0.979
13 H -0.196 1.153 0.415  O14 1.085
14 O 0.220 2.104 0.731  H12 0.979, H13 1.085

---

--- b ---
Density functional theory data (ωB97M-V/def2-TZVPD) for a 3-piece molecular cluster, C2H9O3 overall.

## Properties
Lowest unoccupied orbital energy (Ha): 0.1543
Total charge: -1
Multiplicity: 1
Kohn-Sham gap (Ha): 0.29526

Each atom is followed by the atoms it is bonded to, with distances in Å.
Positions of all 14 atoms, in Å:
1 C -0.667 0.551 -0.558  O2 1.386, C3 1.577, H4 1.069, H5 1.105
2 O -0.329 -0.700 -1.049  C1 1.386, H13 1.017
3 C -1.007 1.497 -1.773  C1 1.577, H6 1.088, H7 1.074, H8 1.076
4 H 0.015 1.000 0.131  C1 1.069
5 H -1.675 0.541 -0.106  C1 1.105
6 H -0.208 1.349 -2.496  C3 1.088
7 H -1.115 2.507 -1.424  C3 1.074
8 H -1.905 1.144 -2.252  C3 1.076
9 H 0.948 -1.083 2.297  O11 0.983
10 H 2.213 -0.711 3.080  O11 0.952
11 O 1.422 -0.330 2.715  H9 0.983, H10 0.952
12 H 1.578 -2.366 0.801  O14 0.961
13 H 0.101 -1.163 -0.252  O2 1.017
14 O 0.629 -2.234 0.887  H12 0.961

---

Which one sits at the bottom of the stability order? b does.

---

--- a ---
Density functional theory data (ωB97M-V/def2-TZVPD) for an isolated ion of composition C9H15N2O2 and charge +1.

## Properties
Lowest unoccupied orbital energy (Ha): -0.1266
SMILES: CC[NH2+]C1=NC=C[C@H](C(=O)OC)C1
Total charge: +1
Multiplicity: 1
Kohn-Sham gap (Ha): 0.34114

Each atom is followed by the atoms it is bonded to, with distances in Å.
Positions of all 28 atoms, in Å:
1 C 1.753 -2.063 0.401  C2 1.458, C3 1.341, H14 1.057
2 C 1.809 -1.196 -0.770  C1 1.458, C4 1.602, C5 1.576, H15 1.037
3 C 0.599 -2.462 0.956  C1 1.341, N10 1.428, H16 0.992
4 C 2.232 0.266 -0.270  C2 1.602, O12 1.186, O13 1.259
5 C 0.390 -1.096 -1.448  C2 1.576, C6 1.527, H17 1.079, H18 1.119
6 C -0.787 -1.276 -0.491  C5 1.527, N10 1.261, N11 1.506
7 C -2.092 1.389 0.792  C9 1.498, H19 1.048, H20 1.103, H21 1.018
8 C 4.002 1.661 0.547  O13 1.467, H22 1.117, H23 1.120, H24 1.166
9 C -2.640 0.006 0.622  C7 1.498, N11 1.500, H25 1.158, H26 1.135
10 N -0.656 -1.875 0.611  C3 1.428, C6 1.261
11 N -2.125 -0.603 -0.648  C6 1.506, C9 1.500, H27 1.000, H28 0.955
12 O 1.496 1.194 -0.336  C4 1.186
13 O 3.426 0.384 0.112  C4 1.259, C8 1.467
14 H 2.606 -2.486 0.859  C1 1.057
15 H 2.605 -1.492 -1.364  C2 1.037
16 H 0.511 -3.027 1.767  C3 0.992
17 H 0.373 -0.061 -1.752  C5 1.079
18 H 0.450 -1.859 -2.265  C5 1.119
19 H -1.059 1.384 0.614  C7 1.048
20 H -2.605 2.056 0.079  C7 1.103
21 H -2.267 1.784 1.714  C7 1.018
22 H 5.068 1.457 0.282  C8 1.117
23 H 3.583 1.748 1.582  C8 1.120
24 H 3.378 2.515 0.057  C8 1.166
25 H -3.769 0.191 0.449  C9 1.158
26 H -2.554 -0.768 1.448  C9 1.135
27 H -2.122 0.212 -1.228  N11 1.000
28 H -2.656 -1.297 -1.033  N11 0.955

---

--- b ---
Density functional theory data (ωB97M-V/def2-TZVPD) for a 2-piece molecular cluster, C9H15N2O2 overall.

## Properties
Lowest unoccupied orbital energy (spin up / spin down) (Ha): -0.1556 / -0.1073
Total charge: +1
Multiplicity: 1
Kohn-Sham gap (spin up / spin down) (Ha): 0.21677 / 0.32271

Each atom is followed by the atoms it is bonded to, with distances in Å.
Positions of all 28 atoms, in Å:
1 C 0.825 3.750 -0.843  C2 1.212, H14 1.076
2 C 0.212 2.937 -0.185  C1 1.212, C9 1.422
3 C -1.947 -0.227 -0.988  C4 1.500, N10 1.353, H15 1.078
4 C -1.575 -1.284 0.010  C3 1.500, N11 1.537, H16 1.068, H17 1.133
5 C 0.176 -0.104 -0.973  N10 1.254, N11 1.459, H18 1.147
6 C -0.616 2.162 2.085  C9 1.525, H19 1.043, H20 1.110, H21 1.168
7 C 0.568 -2.561 -0.517  C8 1.536, N11 1.512, H22 1.143, H23 1.046
8 C 2.092 -2.375 -0.555  C7 1.536, O12 1.459, H24 1.112, H25 1.190
9 C -0.801 2.294 0.577  C2 1.422, C6 1.525, O13 1.321
10 N -0.854 0.406 -1.475  C3 1.353, C5 1.254
11 N -0.042 -1.245 -0.091  C4 1.537, C5 1.459, C7 1.512, H26 1.014
12 O 2.583 -1.846 0.713  C8 1.459, H27 0.898
13 O -2.016 2.033 0.131  C9 1.321, H28 1.008
14 H 1.591 4.299 -1.364  C1 1.076
15 H -2.962 0.077 -1.182  C3 1.078
16 H -1.821 -0.951 0.994  C4 1.068
17 H -1.965 -2.307 -0.282  C4 1.133
18 H 1.248 0.306 -0.981  C5 1.147
19 H -0.742 3.015 2.671  C6 1.043
20 H 0.393 1.744 2.288  C6 1.110
21 H -1.490 1.459 2.413  C6 1.168
22 H 0.139 -3.172 0.349  C7 1.143
23 H 0.101 -2.761 -1.431  C7 1.046
24 H 2.518 -3.373 -0.796  C8 1.112
25 H 2.584 -1.728 -1.423  C8 1.190
26 H 0.430 -1.021 0.777  N11 1.014
27 H 3.458 -1.986 0.857  O12 0.898
28 H -2.088 2.460 -0.780  O13 1.008

---

Which one sits at the bottom of the stability order? b does.